[1]
12
Properties=species:S:1:pos:R:3 method="wB97M-V/def2-TZVPD" smiles=C#CC1(O)CC1 multiplicity=1 energy_ev=-7326.483 e_homo_ev=-9.50
C -1.315 1.168 1.857
C -0.555 0.741 1.024
C -0.121 -0.078 -0.089
O -1.204 -0.869 -0.513
C 0.753 0.360 -1.217
C 1.233 -0.710 -0.273
H -2.092 1.487 2.512
H -1.557 -1.269 0.294
H 0.386 0.059 -2.192
H 1.234 1.332 -1.176
H 1.183 -1.736 -0.623
H 2.056 -0.484 0.396

=====

[2]
12
Properties=species:S:1:pos:R:3 method="wB97M-V/def2-TZVPD" smiles="CCC#CC=O" multiplicity=1 energy_ev=-7326.308 e_homo_ev=-10.08
C 0.886 -1.369 -0.238
C 0.972 0.139 -0.488
C -0.339 0.695 -0.753
C -1.527 0.973 -0.639
C -1.811 1.179 0.805
O -1.631 0.342 1.657
H 0.268 -1.576 0.641
H 0.429 -1.865 -1.097
H 1.889 -1.773 -0.077
H 1.665 0.401 -1.287
H 1.316 0.652 0.425
H -2.117 2.202 1.051

=====

[3]
12
Properties=species:S:1:pos:R:3 method="wB97M-V/def2-TZVPD" smiles="C#C[C@H](O)C=C" multiplicity=1 energy_ev=-7326.679 e_homo_ev=-10.05
C -0.732 -2.364 0.296
C -0.580 -1.186 0.502
C -0.465 0.260 0.776
O -1.553 0.981 0.212
C 0.779 0.906 0.211
C 1.250 0.584 -0.990
H -0.871 -3.407 0.116
H -0.536 0.408 1.859
H -1.286 1.124 -0.707
H 1.119 1.798 0.734
H 0.891 -0.303 -1.509
H 1.984 1.199 -1.501

=====

[4]
12
Properties=species:S:1:pos:R:3 method="wB97M-V/def2-TZVPD" multiplicity=1 energy_ev=-7325.225 e_homo_ev="-8.12 / -8.69"
C -1.682 0.534 -0.215
C -1.040 -0.812 -0.363
C 0.292 -1.085 -0.158
C 1.225 -0.077 0.005
C 2.335 0.612 0.471
O 2.277 1.478 1.348
H -1.685 0.798 0.847
H -1.145 1.356 -0.711
H -2.733 0.551 -0.526
H -1.743 -1.639 -0.506
H 0.596 -2.149 -0.134
H 3.302 0.434 -0.057

=====

[5]
12
Properties=species:S:1:pos:R:3 method="wB97M-V/def2-TZVPD" multiplicity=1 energy_ev=-7324.364 e_homo_ev="-7.63 / -7.37"
C -1.262 -1.188 0.276
C -0.199 -0.141 0.327
C -0.122 2.019 -0.133
O -0.588 1.097 0.710
C 1.123 -0.364 -0.104
C 2.253 -0.729 -0.383
H -0.815 -2.179 0.419
H -1.794 -1.188 -0.696
H -2.001 -0.975 1.059
H -0.038 1.716 -1.173
H 0.195 2.961 0.314
H 3.249 -1.029 -0.615

=====

[6]
12
Properties=species:S:1:pos:R:3 method="wB97M-V/def2-TZVPD" smiles="C#CC(=O)CC" multiplicity=1 energy_ev=-7327.570 e_homo_ev=-10.32
C -1.314 1.129 -2.512
C -0.526 0.845 -1.643
C 0.408 0.445 -0.589
O 1.604 0.536 -0.754
C -0.215 -0.074 0.694
C 0.713 -1.030 1.436
H -2.003 1.380 -3.287
H -0.440 0.807 1.314
H -1.179 -0.539 0.464
H 0.283 -1.312 2.401
H 1.689 -0.570 1.608
H 0.872 -1.944 0.855

=====

Calculated values (kcal/mol) of ΔE to the lowest compared entry with this formula, charge and spin for the records, taken in order: 64.6, 68.6, 60.1, 93.6, 113.5, 39.5.
Calculated values (eV/A) of F_max for the records, taken in order: 0.5, 0.8, 0.6, 1.1, 1.2, 0.8.